# 1
C25H41N3NiO3PS2Si as an isolated structure. Source: the OMol25 dataset; level of theory: the ωB97M-V functional and the def2-TZVPD basis.

⟨S²⟩: 0.755
Multiplicity: 2
E_HOMO (spin up / spin down) in eV: -6.00 / -5.95
ΔE to the lowest compared entry with this formula, charge and spin in kcal/mol: 0.0
Frontier orbital gap (spin up / spin down) in eV: 5.14 / 5.08

```
77
Properties=species:S:1:pos:R:3:forces:R:3
Ni -0.498 0.351 0.136 -0.20 0.11 -0.33
C -3.225 1.527 -0.991 0.00 0.01 -0.07
Si -2.001 1.452 -2.415 0.07 0.00 0.04
C -2.831 0.344 -3.721 -0.05 -0.04 -0.03
C -1.905 3.199 -3.108 -0.03 0.03 0.05
N -0.489 0.825 -1.893 -0.10 0.10 0.09
C 0.614 0.770 -2.685 0.10 -0.05 0.05
C 0.624 0.976 -4.084 -0.09 0.02 0.00
C 1.742 0.774 -4.875 -0.03 0.03 -0.07
C 2.930 0.331 -4.322 0.12 -0.03 0.03
C 2.987 0.136 -2.943 -0.11 -0.05 0.03
C 1.885 0.398 -2.150 0.08 0.06 -0.13
O 1.867 0.172 -0.785 -0.25 -0.38 0.24
C 2.910 0.214 0.085 0.13 0.23 -0.13
C 2.643 -0.314 1.345 -0.01 -0.06 0.03
C 3.617 -0.305 2.325 -0.03 -0.02 0.06
C 4.868 0.247 2.074 -0.01 -0.04 0.07
C 5.109 0.812 0.835 0.02 0.05 -0.13
C 4.142 0.806 -0.164 0.06 0.09 0.05
H -4.185 1.905 -1.364 0.05 -0.02 0.02
H -2.869 2.199 -0.209 0.01 0.01 0.00
H -3.405 0.560 -0.516 0.00 -0.01 -0.01
H -3.795 0.767 -4.022 0.03 -0.02 0.01
H -3.035 -0.652 -3.309 -0.01 0.01 -0.02
H -2.234 0.205 -4.626 -0.01 0.02 0.05
H -2.902 3.556 -3.386 0.03 -0.01 0.01
H -1.255 3.310 -3.977 0.01 -0.05 0.02
H -1.523 3.858 -2.323 -0.01 0.00 -0.03
H -0.293 1.292 -4.566 0.01 0.00 0.04
H 1.668 0.958 -5.941 0.03 -0.02 0.01
H 3.805 0.144 -4.931 -0.02 0.00 -0.01
H 3.892 -0.245 -2.493 0.03 0.03 0.02
H 1.641 -0.667 1.558 -0.03 -0.01 0.01
H 3.382 -0.714 3.300 0.02 0.00 0.00
H 5.631 0.256 2.842 -0.01 0.00 -0.01
H 6.064 1.278 0.627 0.00 0.00 0.02
H 4.339 1.300 -1.102 -0.01 -0.02 -0.05
C -3.720 1.998 4.580 -0.02 0.01 -0.02
C -2.218 1.963 4.736 0.02 -0.04 -0.02
O -1.606 2.501 3.551 -0.03 0.05 0.01
P -0.672 1.569 2.636 0.14 -0.15 0.11
S -0.092 2.595 1.080 0.03 0.07 -0.07
S -1.557 -0.176 2.238 0.02 -0.05 0.04
O 0.543 1.186 3.630 0.07 0.08 0.01
C 1.522 2.203 3.927 -0.06 -0.04 0.00
C 2.257 1.794 5.181 0.01 -0.03 0.01
H -4.206 1.620 5.483 0.02 0.01 0.00
H -4.018 1.376 3.735 0.00 0.01 0.01
H -4.062 3.018 4.401 0.00 -0.01 0.00
H -1.866 0.944 4.906 0.00 0.00 0.00
H -1.884 2.583 5.569 -0.01 0.01 0.01
H 1.021 3.164 4.064 -0.02 0.02 0.00
H 2.194 2.291 3.072 0.01 -0.01 -0.01
H 1.567 1.692 6.019 0.00 0.00 -0.01
H 3.004 2.548 5.437 0.00 0.00 -0.01
H 2.769 0.842 5.034 -0.02 0.01 0.01
C -0.236 -4.295 0.106 -0.02 0.01 -0.03
C -0.033 -2.813 0.503 -0.05 -0.02 -0.01
N -0.659 -1.943 -0.485 0.04 0.09 0.02
C -2.103 -2.152 -0.520 0.04 -0.06 -0.04
C -2.417 -3.633 -0.841 0.04 0.00 -0.01
N -1.105 -4.316 -1.122 0.01 0.03 0.01
C -0.404 -3.629 -2.264 -0.03 0.00 0.04
C -0.086 -2.188 -1.807 -0.02 -0.02 0.02
H -0.748 -4.879 0.870 -0.01 0.01 0.01
H 0.693 -4.797 -0.160 0.01 0.00 0.00
H 1.028 -2.576 0.552 0.01 0.00 -0.02
H -0.468 -2.598 1.478 0.00 0.01 0.00
H -2.520 -1.492 -1.278 0.01 0.01 -0.02
H -2.527 -1.866 0.439 0.00 0.00 0.03
H -3.037 -3.757 -1.728 0.00 0.01 0.00
H -2.877 -4.164 -0.009 0.00 0.01 0.01
H -1.287 -5.282 -1.379 0.00 -0.02 -0.01
H -1.081 -3.666 -3.116 0.00 0.01 0.00
H 0.485 -4.215 -2.493 0.01 0.00 0.00
H -0.499 -1.453 -2.495 0.00 0.01 -0.01
H 0.988 -2.022 -1.756 0.00 0.00 0.00
```
Positions in Å, forces in eV/Å.

Löwdin population analysis, charges in e, atoms 1 to 6: number 1, Ni, carries -0.079; number 2, C, carries -0.185; number 3, Si, carries 0.363; number 4, C, carries -0.179; number 5, C, carries -0.168; number 6, N, carries -0.105

---

# 2
C27H25Br4N3O4Zr as an isolated structure in a non-equilibrium geometry. Source: the OMol25 dataset; level of theory: the ωB97M-V functional and the def2-TZVPD basis.

E_HOMO in eV: -7.58
ΔE to the lowest compared entry with this formula, charge and spin in kcal/mol: 0.0
Frontier orbital gap in eV: 7.59

```
64
Properties=species:S:1:pos:R:3:forces:R:3
Zr -0.103 -0.299 -0.055 0.38 -0.20 0.02
C -0.277 1.570 -2.987 0.08 -0.08 0.00
N -0.026 0.140 -2.705 -0.18 -0.09 0.01
C 1.301 -0.232 -3.267 -0.05 0.07 0.10
C 2.489 0.639 -2.864 0.02 0.00 0.01
C 2.716 0.771 -1.350 -0.14 -0.13 -0.08
N 2.111 -0.368 -0.687 0.30 0.13 0.00
C 2.815 -1.228 -0.071 0.00 -0.33 -0.01
C 2.257 -2.437 0.524 0.16 0.24 -0.02
C 3.044 -3.172 1.419 0.09 0.02 0.04
C 2.576 -4.331 1.991 -0.08 -0.04 -0.02
C 1.296 -4.780 1.647 0.08 -0.03 0.06
C 0.512 -4.082 0.756 -0.10 -0.13 -0.01
C 0.969 -2.894 0.181 -0.06 -0.03 -0.45
O 0.201 -2.222 -0.681 0.23 -0.99 -0.03
C -1.045 -0.672 -3.454 0.05 0.07 0.06
C -2.125 -1.374 -2.644 0.03 0.01 0.08
C -2.951 -0.481 -1.720 0.09 0.01 0.06
N -2.395 -0.497 -0.363 -0.17 0.17 -0.25
C -3.178 -0.225 0.608 0.05 -0.05 0.19
C -2.806 -0.139 2.009 -0.18 0.09 -0.24
C -3.736 0.391 2.911 -0.10 0.07 -0.03
C -3.436 0.526 4.247 0.09 -0.03 0.03
C -2.177 0.116 4.696 -0.04 0.03 0.03
C -1.253 -0.433 3.831 0.06 -0.04 0.15
C -1.557 -0.581 2.477 0.20 -0.30 -0.15
O -0.698 -1.167 1.651 -0.48 0.01 0.54
H -0.147 1.771 -4.057 0.00 0.01 -0.04
H 0.402 2.203 -2.422 0.01 0.00 0.02
H -1.282 1.843 -2.688 -0.03 -0.01 0.02
H 1.230 -0.198 -4.361 0.02 0.01 -0.06
H 1.487 -1.266 -2.981 -0.01 -0.04 0.03
H 2.412 1.631 -3.310 0.02 0.00 0.00
H 3.360 0.163 -3.319 0.01 0.01 0.00
H 2.242 1.678 -0.969 -0.06 0.04 0.03
H 3.780 0.845 -1.118 0.08 0.00 0.01
H 3.891 -1.074 0.040 0.08 -0.02 -0.09
H 4.035 -2.803 1.660 -0.03 -0.02 0.00
H 3.187 -4.888 2.689 -0.02 0.01 -0.01
H 0.912 -5.692 2.089 0.01 0.02 -0.01
H -0.481 -4.423 0.491 0.03 0.00 0.01
H -0.518 -1.434 -4.027 0.01 -0.04 0.02
H -1.519 -0.009 -4.183 -0.01 0.01 -0.06
H -1.679 -2.171 -2.047 -0.01 -0.04 0.00
H -2.784 -1.858 -3.368 -0.04 0.01 -0.04
H -3.991 -0.810 -1.695 -0.06 -0.05 0.03
H -2.948 0.553 -2.075 -0.01 0.03 -0.01
H -4.224 -0.001 0.389 -0.11 -0.10 -0.01
H -4.702 0.710 2.534 0.02 -0.01 0.01
H -4.158 0.945 4.935 0.02 0.00 -0.01
H -1.920 0.232 5.743 0.00 -0.01 -0.03
H -0.276 -0.757 4.166 -0.03 0.01 0.02
Br 2.757 5.626 2.422 0.00 0.01 0.00
C 1.591 4.400 1.592 -0.05 -0.03 -0.04
C 0.548 4.847 0.786 0.02 -0.06 0.01
Br 0.262 6.688 0.502 0.00 0.00 0.01
C -0.290 3.909 0.168 -0.14 0.03 -0.03
Br -1.716 4.419 -0.964 0.04 0.00 0.03
C -0.107 2.553 0.370 -0.14 -0.01 -0.25
O -0.828 1.592 -0.230 0.06 1.14 0.22
C 0.928 2.097 1.211 0.04 -0.04 -0.07
O 1.043 0.784 1.330 -0.16 0.68 0.00
C 1.781 3.028 1.785 0.08 -0.06 0.19
Br 3.200 2.325 2.811 0.01 0.03 0.01
```
Positions in Å, forces in eV/Å.

natural (NBO) population analysis, charges in e, atoms 1 to 6: number 1, Zr, carries 2.478; number 2, C, carries -0.414; number 3, N, carries -0.499; number 4, C, carries -0.218; number 5, C, carries -0.414; number 6, C, carries -0.233

---

# 3
C18H18F6O18 as an isolated structure in a non-equilibrium geometry. Source: the OMol25 dataset; level of theory: the ωB97M-V functional and the def2-TZVPD basis.

E_HOMO in eV: -9.48
ΔE to the lowest compared entry with this formula, charge and spin in kcal/mol: 234.6
Frontier orbital gap in eV: 9.70

```
60
Properties=species:S:1:pos:R:3:forces:R:3
C -1.787 -2.359 3.932 -0.13 0.27 1.36
C -2.563 -3.671 3.924 0.85 -0.85 -0.64
O -2.375 -4.280 5.185 -0.66 0.66 -0.48
C -1.724 -3.414 5.977 0.76 0.71 0.61
O -1.415 -3.601 7.105 -0.17 -0.39 0.28
O -1.433 -2.272 5.329 0.10 0.24 -0.31
F -1.951 -4.545 3.048 -0.47 0.17 -0.44
H -2.369 -1.473 3.693 -0.11 -0.16 -0.14
H -0.862 -2.349 3.360 -0.18 -0.35 -0.21
H -3.620 -3.579 3.685 -0.02 -0.23 -0.02
C 5.013 1.680 0.393 -0.73 0.52 0.75
C 5.907 2.463 -0.530 -0.20 -0.11 -0.54
O 5.131 3.580 -0.896 -0.01 -0.06 0.49
C 3.818 3.283 -0.675 0.14 -0.76 -0.74
O 2.908 3.905 -1.102 -0.41 0.53 0.18
O 3.700 2.114 -0.020 0.40 0.03 0.05
F 6.089 1.712 -1.670 0.48 0.37 0.33
H 5.084 2.002 1.434 0.43 -0.18 -0.01
H 5.112 0.604 0.305 -0.04 -0.01 -0.20
H 6.852 2.814 -0.113 0.02 -0.20 -0.27
C 1.208 0.311 -0.255 1.58 0.90 0.15
C -0.155 0.297 -0.915 -3.80 -7.83 4.16
O -1.054 0.404 0.169 -2.31 -4.61 1.80
C -0.393 0.439 1.342 1.32 -1.71 0.24
O -0.818 0.312 2.441 -0.90 0.21 0.19
O 0.933 0.581 1.114 0.43 -1.87 0.67
F -0.434 -0.902 -1.532 0.28 -0.64 -0.05
H 1.792 1.155 -0.634 -0.12 -0.74 0.62
H 1.865 -0.541 -0.433 -0.60 -0.58 0.36
H -0.229 1.072 -1.679 -5.17 -8.48 0.93
C 2.971 -1.234 -5.337 -0.62 0.01 -1.01
C 1.987 -0.588 -4.351 1.10 -0.83 0.75
O 2.824 -0.367 -3.226 -1.05 0.55 -0.16
C 4.060 -0.847 -3.416 0.50 -0.02 -0.34
O 4.926 -0.742 -2.622 0.48 -0.22 0.50
O 4.190 -1.408 -4.638 -0.33 0.28 0.22
F 1.031 -1.482 -3.965 -0.12 0.26 -0.28
H 3.096 -0.598 -6.217 0.33 0.05 0.15
H 2.623 -2.202 -5.697 -0.14 0.02 0.23
H 1.537 0.356 -4.647 -0.19 -0.12 0.01
C -1.859 3.515 -0.710 -0.11 -0.25 0.37
C -0.949 3.187 0.469 -1.07 -0.05 0.13
O -0.159 2.124 -0.056 1.59 8.93 -2.17
C -0.130 2.252 -1.426 -0.24 7.48 3.02
O 0.639 1.641 -2.097 7.95 9.03 -9.31
O -1.026 3.151 -1.804 0.44 -0.45 -1.32
F -1.656 2.671 1.515 0.14 0.65 -0.34
H -2.139 4.557 -0.836 0.04 -0.04 0.17
H -2.724 2.847 -0.708 -0.04 0.22 0.12
H -0.384 4.056 0.810 0.42 -0.38 0.15
C -5.282 -2.002 -0.221 1.09 0.35 -0.24
C -4.376 -1.023 0.563 -0.46 -1.49 -0.91
O -4.509 -1.485 1.881 0.11 0.45 -0.04
C -5.730 -2.096 2.000 0.10 -0.03 -0.37
O -6.281 -2.336 3.014 0.09 -0.09 0.31
O -6.185 -2.402 0.775 -0.95 -0.46 -0.07
F -4.902 0.228 0.463 0.38 0.36 0.09
H -4.711 -2.843 -0.630 0.01 -0.13 0.49
H -5.768 -1.571 -1.095 -0.32 0.38 0.41
H -3.344 -1.101 0.229 0.12 0.68 0.33
```
Positions in Å, forces in eV/Å.

natural (NBO) population analysis, charges in e, atoms 1 to 6: number 1, C, carries -0.132; number 2, C, carries 0.430; number 3, O, carries -0.478; number 4, C, carries 0.967; number 5, O, carries -0.571; number 6, O, carries -0.484

---

# 4
An isolated molecule of C5H5NS in a non-equilibrium geometry. Source: the OMol25 dataset; level of theory: the ωB97M-V functional and the def2-TZVPD basis.

SMILES: C#C/C=C\NC=S
E_HOMO in eV: -8.41
ΔE to the lowest compared entry with this formula, charge and spin in kcal/mol: 56.1
Frontier orbital gap in eV: 8.79

```
12
Properties=species:S:1:pos:R:3:forces:R:3
C -2.266 -1.224 0.593 -0.22 -0.50 -0.04
C -1.738 -0.296 0.049 0.10 0.23 0.18
C -1.290 0.893 -0.585 -0.29 0.47 -0.37
C -0.255 1.675 -0.270 1.26 -1.19 -0.13
N 0.814 1.244 0.575 -0.13 -0.07 0.21
C 1.503 0.031 0.566 -1.13 1.54 -0.29
S 1.239 -1.183 -0.462 0.26 -0.38 0.02
H -2.755 -2.090 0.991 0.23 0.29 0.00
H -1.918 1.214 -1.413 -0.02 0.16 0.17
H -0.026 2.590 -0.816 -0.35 -0.12 0.20
H 1.193 1.982 1.154 0.13 -0.30 0.00
H 2.263 0.040 1.339 0.13 -0.14 0.03
```
Positions in Å, forces in eV/Å.

natural (NBO) population analysis, charges in e, atoms 1 to 6: number 1, C, carries -0.203; number 2, C, carries -0.031; number 3, C, carries -0.279; number 4, C, carries 0.004; number 5, N, carries -0.600; number 6, C, carries -0.104

---

# 5
An isolated molecule of C4H9NS in a non-equilibrium geometry. Source: the OMol25 dataset; level of theory: the ωB97M-V functional and the def2-TZVPD basis.

SMILES: C=NC(C)(C)S
E_HOMO in eV: -8.86
ΔE to the lowest compared entry with this formula, charge and spin in kcal/mol: 57.2
Frontier orbital gap in eV: 9.03

```
15
Properties=species:S:1:pos:R:3:forces:R:3
C -0.724 2.278 -0.392 1.97 -2.39 2.10
N -0.009 1.435 0.231 1.15 1.70 0.17
C 0.029 0.068 0.042 -2.68 -0.52 0.04
C 0.813 -0.619 1.104 -0.65 -1.09 3.09
C 0.321 -0.271 -1.390 3.55 -2.51 0.53
S -2.093 -0.570 0.187 1.29 0.13 0.10
H -0.459 3.251 -0.172 -0.09 2.25 -0.12
H -1.504 1.900 -0.934 -2.34 -0.21 -1.81
H 1.913 -0.456 1.086 -0.82 0.66 0.12
H 0.740 -1.685 1.095 -0.20 -0.98 -1.01
H 0.309 -0.548 2.181 1.39 0.96 -2.15
H 1.374 0.072 -1.666 -1.34 0.03 0.39
H 0.403 -1.377 -1.587 -0.36 0.90 0.54
H -0.374 0.096 -2.049 -1.60 1.19 -1.49
H -2.578 0.017 1.327 0.73 -0.12 -0.51
```
Positions in Å, forces in eV/Å.

natural (NBO) population analysis, charges in e, atoms 1 to 6: number 1, C, carries -0.020; number 2, N, carries -0.438; number 3, C, carries 0.237; number 4, C, carries -0.669; number 5, C, carries -0.665; number 6, S, carries -0.323

---

- Which value of ΔE to the lowest compared entry with this formula, charge and spin does entry 5 give?
  57.2 kcal/mol

---

- What is the formula in the second record?
  C27H25Br4N3O4Zr